1.
DFT (the ωB97M-V functional and the def2-TZVPD basis) results for a 5-piece molecular cluster, C20H56N6O4P overall in a non-equilibrium geometry.

Properties
Multiplicity ... 1
LUMO energy ... -3.61 eV
HOMO ... -10.7 eV
Charge ... +1
Frontier orbital gap ... 0.26026 hartree
Electronic energy ... -1766.06847 hartree

Geometry as XYZ:
```
87
C20H56N6O4P (the ωB97M-V functional and the def2-TZVPD basis)
H 1.137 -2.015 -5.008
C 0.020 -2.982 1.354
H 0.011 1.504 -4.040
H -0.035 3.844 3.822
N -0.013 -2.890 -9.351
H 0.843 -2.904 -9.897
C -0.063 6.374 3.214
H 0.475 7.322 3.083
H -0.548 0.089 -1.952
H 1.024 -4.938 -6.788
H 1.732 -2.116 0.624
C 0.704 6.434 5.480
O 0.870 1.191 -1.054
C -1.414 -4.123 -7.792
H 0.013 -5.008 -2.570
C -0.250 0.334 3.832
H 1.345 5.561 5.627
H 0.433 -1.281 6.081
C -1.006 2.136 -2.386
H -1.742 1.083 7.718
H -0.912 3.942 2.488
C 2.159 5.141 2.868
H -0.347 -2.159 -5.945
N -0.710 -2.684 -2.887
H -1.434 -4.892 -7.016
C 0.581 -2.669 -5.679
H -1.953 1.770 -2.794
H -0.391 -2.262 7.275
H -1.329 -4.129 -0.948
N -0.097 2.365 -3.511
H -0.344 0.956 6.944
C 1.145 -3.379 -0.841
C -1.581 -0.602 6.578
H 0.350 -3.597 -5.152
N -1.020 0.412 7.473
H -1.838 3.327 -0.767
H 2.327 4.730 3.863
H 0.646 0.119 4.421
H -1.897 4.099 -2.352
H 0.081 -2.068 -8.761
C -0.054 -4.066 -8.479
H 2.019 1.812 0.514
C -0.489 1.051 -1.430
H 2.628 6.125 2.822
H 0.401 -1.400 -0.225
H -1.127 0.970 -0.537
H -2.431 -1.063 7.090
H 0.830 2.544 -3.133
O -1.255 0.914 4.633
P -0.326 -3.816 -1.887
O -0.353 6.154 4.578
H 0.257 6.687 6.440
H -0.600 -0.583 3.342
H 2.002 -3.044 -1.405
H -1.682 -3.170 -7.336
C -2.127 0.003 5.276
H 0.028 -4.953 -9.114
O 1.386 -2.900 -6.820
H 2.676 4.491 2.161
H 1.307 7.280 5.141
H -0.375 -4.980 0.956
H 0.601 5.394 1.446
H -0.378 4.021 -1.484
H 2.038 -4.310 -8.084
C -1.292 3.470 -1.702
H 0.813 -4.948 2.167
C 1.133 -4.111 -7.505
C 0.764 -2.335 0.174
H 0.409 -2.461 2.211
H -1.035 6.491 2.727
H -0.853 -2.390 5.576
C 1.102 2.110 0.005
H -3.020 0.582 5.520
H 0.286 2.111 0.731
N 1.427 -4.575 0.089
H 1.251 3.120 -0.379
H -1.646 -2.331 -2.722
N 0.052 3.921 2.811
C 0.508 -4.431 1.270
C -0.537 -1.693 6.358
H -1.055 -2.951 1.307
C 0.675 5.219 2.524
H 2.394 -4.462 0.398
H 1.285 -5.456 -0.401
H 0.022 1.062 3.066
H -2.190 -4.359 -8.519
H -2.439 -0.784 4.575
```

***

2.
DFT (the ωB97M-V functional and the def2-TZVPD basis) results for a 8-piece molecular cluster, C20H56O8 overall in a non-equilibrium geometry.

Properties
SMILES ... CC(C)O.CC(C)O.CC(C)O.CC(C)O.CC(C)O.CC(C)O.CCO.O
ΔE to the lowest compared entry with this formula, charge and spin ... 3.095 eV
Multiplicity ... 1
LUMO energy ... 0.31 eV
HOMO ... -9.7 eV
Frontier orbital gap ... 0.36958 hartree
Electronic energy ... -1397.36063 hartree

Geometry as XYZ:
```
84
C20H56O8 (the ωB97M-V functional and the def2-TZVPD basis)
H -3.394 2.484 2.714
H 8.460 -5.236 -0.784
O -0.263 -0.455 1.540
H 1.536 -2.507 -0.541
H -1.620 6.171 -1.607
H -6.696 -1.472 5.613
H -4.315 -4.128 5.980
H 1.632 -5.614 4.077
H -0.726 -1.885 -1.452
C 3.137 -5.445 6.302
H 3.224 1.771 -5.663
H -4.806 -1.777 4.145
H 8.503 -3.293 -0.876
H 4.153 -5.536 4.645
C 4.478 2.729 -4.610
C 7.882 -3.570 -0.025
H -6.333 1.330 -2.567
H -1.726 4.905 -2.755
H 2.580 -6.847 3.259
H -7.405 0.495 -4.597
H 2.322 -5.955 6.817
H 1.838 -2.147 1.129
H 8.623 -1.809 1.064
H -6.473 1.060 -5.913
O -3.322 3.437 2.761
H -6.652 3.759 -5.740
C 3.926 3.275 -3.268
H -0.512 -0.148 -1.087
H 6.232 1.247 -4.511
H 7.892 -3.080 2.177
C -4.569 -2.040 5.176
H -4.147 -4.004 4.256
H -7.366 2.939 -3.652
H -0.681 -2.404 0.953
H 4.305 2.630 -2.476
H -0.405 8.210 -4.117
C 2.216 -6.521 4.234
C -1.395 5.938 -2.648
C -5.663 -1.358 5.941
C -2.098 6.853 -3.612
H -0.355 6.064 -2.949
H 1.757 -0.938 -0.052
H -3.344 3.633 3.697
O 4.124 -7.379 5.376
C -5.716 1.915 -3.249
H 2.838 3.334 -3.307
H 4.834 -7.429 4.732
H -5.495 -0.282 6.001
C -1.456 8.240 -3.829
C 1.240 -1.841 0.270
H -4.955 1.219 -3.599
H -0.129 -0.936 2.360
H -2.072 6.363 -4.585
H -5.372 2.713 -2.590
C 8.407 -2.863 1.241
H -1.983 -1.127 -0.662
C -0.198 -1.484 0.626
H -8.057 1.750 -5.665
H 6.627 2.943 -4.184
H -3.303 -1.815 6.516
C 5.994 2.278 -4.772
H -3.787 6.050 -3.388
O 3.814 1.583 -4.930
H -5.747 -3.849 5.116
H -1.606 8.856 -2.942
C -7.163 1.406 -5.144
H 6.243 2.492 -5.811
O 8.262 -4.869 0.080
H 6.820 -3.369 -0.173
C -6.570 2.515 -4.264
H 4.285 4.280 -3.048
O -3.302 -1.666 5.567
C -4.688 -3.591 5.108
C -0.895 -1.099 -0.716
H 1.552 -7.313 4.580
H 2.902 -4.436 5.965
H 4.252 3.548 -5.294
C 3.423 -6.200 5.106
H 9.429 -3.186 1.440
O -5.981 3.483 -5.112
H -5.591 -1.547 7.012
H -1.966 8.905 -4.525
O -3.439 6.932 -3.235
H 3.995 -5.283 6.954
```

***

3.
DFT (the ωB97M-V functional and the def2-TZVPD basis) results for a 7-piece molecular cluster, C20H57N3O7 overall in a non-equilibrium geometry.

Properties
ΔE to the lowest compared entry with this formula, charge and spin ... 0.000 eV
Multiplicity ... 2
LUMO energy (spin up / spin down) ... -2.42 / -7.86 eV
HOMO (spin up / spin down) ... -10.0 / -10.0 eV
Charge ... +1
Frontier orbital gap (spin up / spin down) ... 0.27795 / 0.07811 hartree
Electronic energy ... -1486.65393 hartree

Geometry as XYZ:
```
87
C20H57N3O7 (the ωB97M-V functional and the def2-TZVPD basis)
H -9.138 20.819 11.015
C -6.338 21.143 11.270
C -8.008 20.389 12.745
H -7.438 21.309 20.755
C -10.500 20.355 12.597
C -7.681 16.322 15.519
H -7.844 11.673 18.355
H -8.753 15.633 10.400
H -8.655 15.888 15.747
C -5.846 21.299 19.344
C -7.375 11.964 17.415
C -6.473 16.230 16.450
H -11.688 17.856 19.678
C -7.732 14.212 11.573
H -7.856 17.359 15.234
N -9.809 17.052 20.472
H -10.581 21.373 12.977
H -6.356 17.473 17.916
H -4.408 12.385 18.141
H -8.837 17.070 20.200
H -6.996 21.458 10.461
H -5.786 20.684 21.238
N -8.083 16.504 12.108
H -7.529 13.302 22.496
O -7.007 19.364 20.116
H -9.899 17.255 21.457
H -10.881 18.056 15.839
O -10.081 14.964 13.349
H -8.218 13.277 11.296
H -11.426 16.362 13.726
H -10.603 19.583 13.359
H -11.138 15.140 15.015
H -8.238 16.407 13.102
H -7.865 11.578 16.521
H -9.832 19.403 15.903
O -6.549 16.540 17.801
H -10.525 14.205 11.463
H -8.312 14.845 22.592
H -10.121 18.944 10.469
H -5.701 14.263 21.022
H -11.383 20.487 11.971
H -4.932 20.729 19.177
H -7.401 15.821 14.592
H -5.642 16.818 16.059
H -5.533 22.326 19.531
H -6.071 15.217 16.501
H -8.128 19.661 13.548
C -10.853 19.104 16.138
C -11.318 15.301 13.952
H -10.005 17.221 17.688
C -9.251 20.105 11.831
C -7.356 14.371 22.371
H -6.461 18.704 20.549
C -10.436 19.388 20.492
H -7.419 13.053 17.418
H -6.588 21.411 18.553
H -6.822 14.231 10.974
O -6.803 20.129 12.056
H -6.032 10.388 17.660
C -5.997 11.470 17.528
H -6.103 21.962 11.950
H -5.533 11.632 16.555
H -7.217 13.938 20.267
H -11.151 20.039 19.989
H -7.438 14.069 12.613
H -8.587 17.317 11.784
H -9.185 18.663 18.198
C -10.107 15.109 11.906
O -6.836 16.004 20.673
C -6.742 14.587 21.003
O -11.009 19.097 17.557
O -5.267 12.235 18.543
H -12.076 14.647 13.522
N -9.341 18.872 11.106
H -8.568 18.855 10.455
C -8.665 15.371 11.454
H -9.487 19.862 20.240
C -10.150 18.156 18.230
H -10.644 19.340 21.561
H -6.673 14.734 23.139
H -8.074 21.390 13.172
H -11.706 19.612 15.688
C -10.614 18.038 19.706
H -10.829 15.879 11.637
H -6.934 15.956 19.719
C -6.591 20.671 20.503
H -5.544 20.778 10.619
```

***

4.
DFT (the ωB97M-V functional and the def2-TZVPD basis) results for a 6-piece molecular cluster, C20H57N5O6 overall in a non-equilibrium geometry.

Properties
SMILES ... COC[C@H](C)N.COC[C@H](C)N.COC[C@H](C)N.COC[C@H](C)N.COC[C@H](C)N.O
ΔE to the lowest compared entry with this formula, charge and spin ... 4.704 eV
Multiplicity ... 1
LUMO energy ... 0.63 eV
HOMO ... -8.9 eV
Frontier orbital gap ... 0.35031 hartree
Electronic energy ... -1521.18344 hartree

Geometry as XYZ:
```
88
C20H57N5O6 (the ωB97M-V functional and the def2-TZVPD basis)
H 0.043 7.613 -8.172
H -6.063 3.646 -1.836
H -4.469 6.680 0.112
H -5.282 6.329 -1.416
H 3.452 2.341 6.312
H 2.768 3.222 4.101
H 2.674 6.611 -2.900
C -4.421 4.629 -0.645
H -5.940 3.332 -0.073
H -0.453 8.515 -6.822
H 5.606 -6.692 -2.775
H 4.360 -4.478 -3.812
H 4.263 5.287 4.157
N 3.639 -5.310 -1.378
H -2.415 -6.722 2.402
C -5.106 5.963 -0.404
H -3.735 -6.416 1.332
N -3.678 4.195 0.516
C 6.366 0.352 3.569
H -5.958 -6.191 3.303
C -6.671 6.928 1.024
H -5.785 -6.535 5.901
H -4.577 -7.500 5.848
H -4.152 4.330 1.398
H -3.692 3.185 0.529
C 3.807 3.036 4.374
N -5.586 -7.522 5.829
C 4.579 4.262 3.965
C 1.400 7.269 -5.255
H -8.078 -8.107 3.470
H 7.389 0.589 3.858
N 3.933 3.056 5.785
C 4.610 -9.191 -1.626
C 4.597 -7.105 -2.761
H 2.600 -6.616 -2.622
O -4.078 -7.025 3.366
H -3.749 4.776 -1.490
H 4.880 4.107 2.929
H 6.000 -0.665 3.708
H -5.730 -7.475 2.270
C -7.606 -7.954 4.440
H 3.436 -5.796 -0.516
O 5.586 1.523 4.137
C 3.434 -5.049 -3.760
H -3.388 -5.253 2.599
H 4.923 2.933 5.945
O 0.564 -0.702 -0.765
H 3.287 6.381 -5.700
H 3.240 4.383 -4.554
C 2.601 6.336 -4.854
N 3.301 6.756 -3.678
H -7.998 -7.037 4.880
C -5.492 -7.176 3.291
H 4.460 -7.528 -3.756
H 3.314 -5.423 -4.777
H 1.813 4.349 -5.564
O 1.032 6.874 -6.471
H 2.636 -4.329 -3.580
H -6.129 6.911 1.969
H 4.633 -5.249 -1.211
C 4.237 1.660 3.824
H 3.688 0.820 4.250
H 1.673 8.295 -5.007
H 3.418 7.756 -3.758
H 0.981 -0.016 -1.286
H 1.621 4.761 -3.865
O -6.330 5.796 0.289
H 1.088 8.868 -7.432
H 5.534 4.240 4.490
H 3.933 -9.706 -2.308
H 1.160 -1.449 -0.830
H -5.036 2.549 -1.205
C 3.535 -6.055 -2.595
O 4.404 -7.843 -1.561
C -6.035 -8.028 4.467
H 4.097 1.502 2.755
H -7.989 -8.876 4.875
C 2.280 4.869 -4.727
H 4.511 -9.700 -0.668
H 5.658 -9.315 -1.898
C 0.426 8.024 -7.238
H 6.341 0.428 2.482
H -6.502 7.905 0.569
C -5.388 3.556 -0.985
H -5.767 -9.069 4.285
H -7.746 6.781 1.122
C -3.427 -6.319 2.373
H 0.637 6.914 -4.562
```

***

5.
DFT (the ωB97M-V functional and the def2-TZVPD basis) results for a 9-piece molecular cluster, C20H58N2O12 overall in a non-equilibrium geometry.

Properties
ΔE to the lowest compared entry with this formula, charge and spin ... 3.125 eV
Multiplicity ... 1
LUMO energy ... -1.42 eV
HOMO ... -8.5 eV
Frontier orbital gap ... 0.25998 hartree
Electronic energy ... -1808.52550 hartree

Geometry as XYZ:
```
92
C20H58N2O12 (the ωB97M-V functional and the def2-TZVPD basis)
H -5.749 -5.713 4.575
H 1.271 2.795 0.439
C 0.398 -1.267 -4.702
H 2.429 1.695 3.507
C 1.475 0.919 3.048
H 0.682 -0.109 -6.114
H 6.811 1.664 0.438
H 0.838 1.776 2.532
H -3.358 1.102 -1.697
H -1.658 5.722 0.933
H 4.525 0.969 -2.966
O 0.401 0.030 -5.210
C 3.813 1.840 -4.852
H -4.969 -1.053 -0.613
H -1.423 -0.981 -3.517
H -1.926 0.669 0.346
H -2.122 -2.679 3.055
H 3.103 -5.279 -1.230
H 0.170 3.013 -3.637
O 1.845 0.786 -0.766
H -0.825 2.187 -2.235
C -0.959 -1.724 -4.163
H -0.400 -2.219 5.103
C 2.106 -3.562 -0.288
H 4.245 1.763 1.981
H 2.986 0.524 -3.237
C -3.334 0.326 -1.111
C -0.994 -1.358 4.529
H 0.659 -1.960 -5.439
H -3.724 -4.564 4.021
C -1.737 4.016 -3.021
O 1.108 3.843 0.630
C 4.872 1.809 1.139
H 6.714 2.353 2.069
H -3.070 -1.385 3.921
C -4.054 -3.650 4.472
O 0.358 -0.807 -1.192
H -4.961 -0.408 -2.032
H 2.192 0.462 2.307
H 2.952 1.765 -5.437
H 4.294 1.268 -5.535
H 0.328 -1.667 2.730
C -5.963 -4.810 5.182
C 6.346 1.634 1.450
O -0.212 1.002 -0.089
O 3.007 2.392 -2.735
H 3.511 0.882 0.114
H -1.206 4.798 -2.362
H -2.360 -3.608 5.778
O 0.857 -0.032 3.898
C 3.583 1.302 -3.468
C -0.181 -0.814 3.353
C -0.346 4.107 0.629
N -2.231 -2.088 4.037
H -1.518 -1.983 -5.124
H 6.717 0.781 1.772
H -6.360 -5.143 6.200
H 2.857 -5.541 0.633
H 1.492 -5.633 -0.452
O -2.825 0.720 0.159
H -0.891 1.166 -4.533
N 0.711 0.290 -0.619
H -0.071 6.145 1.908
O 1.271 -3.451 -1.333
H 0.996 -2.477 -1.097
H -4.376 -3.191 3.694
H 1.655 -3.266 0.883
H -0.951 -2.795 -3.801
O -4.853 -4.031 5.626
H -0.532 3.879 -0.453
H 4.329 2.901 -4.894
H 4.657 2.579 0.461
C -2.879 -2.829 5.110
O 4.504 0.832 0.212
O -1.526 1.833 -4.070
H -0.867 -0.222 2.848
H -5.614 0.618 -0.916
C -0.598 5.523 1.025
H -2.631 -0.498 -1.517
H -1.056 -0.499 5.298
H 1.162 -1.388 -4.008
H 0.008 6.110 0.207
C -4.736 -0.087 -1.091
H -6.604 -4.094 4.796
C -0.837 2.796 -3.143
H -2.702 3.981 -2.732
H -3.108 -1.998 5.784
H -0.998 3.290 1.385
H -1.900 4.294 -4.040
H 3.017 -3.043 -0.400
C 2.441 -5.077 -0.305
H 2.497 1.835 -2.041
```

***

Q: The highest electronic energy belongs to which entry?
A: C20H56O8